{
  "formula": "C3H11N3S2",
  "method": "wB97M-V/def2-TZVPD",
  "smiles": "N=C(N)N.CCSS",
  "e_tot_ha": -1081.5582,
  "de_lowest_kcal_mol": 2.2,
  "e_homo_ev": -9.06,
  "gap_ev": 9.5969,
  "multiplicity": 1,
  "species": ["C", "C", "S", "S", "H", "H", "H", "H", "H", "H", "N", "C", "N", "N", "H", "H", "H", "H", "H"],
  "positions_angstrom": [[-0.747, 2.885, 1.898], [-1.215, 1.440, 1.853], [-1.628, 0.975, 0.145], [-2.265, -0.939, 0.361], [-1.450, 3.535, 1.376], [0.237, 3.004, 1.446], [-0.698, 3.220, 2.934], [-2.129, 1.311, 2.432], [-0.460, 0.765, 2.254], [-1.116, -1.591, 0.105], [1.173, -2.173, -0.589], [1.220, -1.741, -1.937], [0.728, -0.465, -2.066], [1.580, -2.423, -2.942], [1.609, -3.066, -0.447], [1.611, -1.504, 0.019], [0.790, 0.123, -1.252], [0.947, 0.008, -2.917], [1.811, -3.363, -2.672]]
}



{
  "formula": "C3H11N4",
  "method": "wB97M-V/def2-TZVPD",
  "smiles": "[H]/N=N/N(C)[C@@H](C)[NH3+]",
  "e_tot_ha": -339.5598,
  "charge": 1,
  "de_lowest_kcal_mol": 100.3,
  "e_homo_ev": -13.18,
  "gap_ev": 10.0122,
  "multiplicity": 1,
  "species": ["C", "C", "C", "N", "N", "N", "N", "H", "H", "H", "H", "H", "H", "H", "H", "H", "H", "H"],
  "positions_angstrom": [[0.896, -0.732, 1.559], [0.007, -1.337, -1.304], [0.030, 0.205, 0.768], [-2.087, 0.432, -2.007], [-1.560, 0.838, -1.035], [-0.074, -0.008, -0.627], [0.728, 1.580, 0.806], [1.841, -1.114, 1.122], [1.135, -0.367, 2.458], [0.228, -1.519, 1.751], [0.920, -1.472, -1.757], [-0.177, -2.132, -0.587], [-0.748, -1.470, -2.134], [-0.945, 0.433, 1.237], [-2.933, 0.867, -2.411], [1.054, 1.909, 1.785], [0.146, 2.242, 0.209], [1.542, 1.646, 0.167]]
}



{
  "formula": "C3H11N4",
  "method": "wB97M-V/def2-TZVPD",
  "e_tot_ha": -339.6427,
  "charge": 1,
  "de_lowest_kcal_mol": 48.3,
  "e_homo_ev": -12.89,
  "gap_ev": 9.5486,
  "multiplicity": 1,
  "species": ["C", "C", "N", "N", "H", "H", "H", "H", "H", "H", "H", "N", "C", "N", "H", "H", "H", "H"],
  "positions_angstrom": [[-0.917, 1.723, -0.037], [-1.021, 1.483, -1.362], [-0.016, 0.525, -1.904], [-1.960, 2.073, 0.833], [0.054, 1.617, 0.462], [-1.751, 1.851, -2.053], [0.774, 1.022, -2.354], [0.359, -0.109, -1.166], [-0.435, -0.023, -2.642], [-2.893, 1.899, 0.448], [-1.866, 1.649, 1.759], [1.732, -2.345, 0.158], [1.547, -1.740, 1.408], [0.371, -1.269, 1.686], [2.391, -3.131, 0.198], [0.813, -2.615, -0.224], [2.344, -1.813, 2.156], [0.475, -0.797, 2.635]]
}



{
  "formula": "C3H11N4",
  "method": "wB97M-V/def2-TZVPD",
  "e_tot_ha": -339.5903,
  "charge": 1,
  "de_lowest_kcal_mol": 81.2,
  "e_homo_ev": -13.59,
  "gap_ev": 10.4934,
  "multiplicity": 1,
  "species": ["C", "C", "C", "N", "N", "N", "N", "H", "H", "H", "H", "H", "H", "H", "H", "H", "H", "H"],
  "positions_angstrom": [[0.703, 1.367, 0.918], [1.376, -1.087, -0.073], [0.967, 2.043, -0.183], [2.559, -0.823, -0.493], [-0.862, -1.860, 0.306], [0.376, -1.690, 0.077], [-2.737, -0.087, -0.302], [1.447, 1.186, 1.676], [1.955, 2.413, -0.402], [-2.845, 0.592, 0.445], [0.207, 2.269, -0.911], [3.207, -0.322, 0.100], [2.837, -1.002, -1.450], [-0.290, 1.034, 1.158], [-1.112, -2.770, 0.667], [-3.630, -0.554, -0.420], [-2.540, 0.422, -1.157], [-1.616, -1.132, 0.045]]
}



{
  "formula": "C3H11N4",
  "method": "wB97M-V/def2-TZVPD",
  "smiles": "CCNNC(N)=[NH2+]",
  "e_tot_ha": -339.6441,
  "charge": 1,
  "de_lowest_kcal_mol": 47.4,
  "e_homo_ev": -12.99,
  "gap_ev": 8.8482,
  "multiplicity": 1,
  "species": ["C", "C", "N", "N", "C", "N", "N", "H", "H", "H", "H", "H", "H", "H", "H", "H", "H", "H"],
  "positions_angstrom": [[1.748, -1.013, 0.539], [1.406, 0.499, 0.208], [0.728, 0.723, -1.087], [-0.400, -0.104, -1.280], [-1.403, 0.119, -0.263], [-1.634, 1.341, 0.408], [-2.173, -0.907, 0.076], [0.848, -1.688, 0.615], [2.547, -1.451, -0.132], [2.207, -1.011, 1.579], [2.401, 1.040, 0.139], [0.867, 0.963, 1.090], [1.366, 0.686, -1.879], [-0.849, 0.255, -2.143], [-1.787, 1.155, 1.406], [-0.844, 1.988, 0.330], [-3.019, -0.732, 0.628], [-2.010, -1.863, -0.235]]
}



{
  "formula": "C3H11N4S2",
  "method": "wB97M-V/def2-TZVPD",
  "e_tot_ha": -1135.9300,
  "charge": 1,
  "de_lowest_kcal_mol": 0.0,
  "e_homo_ev": -13.91,
  "gap_ev": 8.2948,
  "multiplicity": 1,
  "species": ["C", "C", "C", "N", "N", "N", "N", "S", "S", "H", "H", "H", "H", "H", "H", "H", "H", "H", "H", "H"],
  "positions_angstrom": [[-0.497, 1.474, -0.507], [0.033, -3.065, -1.841], [-0.149, 1.592, 2.021], [-0.595, 2.713, -0.541], [-0.609, 0.603, -1.535], [-0.128, 0.838, 0.754], [0.331, -0.311, 0.711], [1.488, 2.029, 2.602], [1.121, -1.145, 1.811], [0.356, -3.856, -1.190], [-1.064, -2.856, -1.470], [-0.138, -3.550, -2.718], [-0.586, 0.797, 2.615], [-1.075, 2.250, 1.914], [-0.507, 3.379, 0.237], [-0.903, -0.323, -1.473], [-0.455, 0.847, -2.472], [0.751, -2.197, -1.885], [1.754, 3.142, 1.867], [0.872, -2.360, 1.101]]
}



{
  "formula": "C3H11N5",
  "method": "wB97M-V/def2-TZVPD",
  "smiles": "[H]/N=N/N(C)N=C.CN",
  "e_tot_ha": -394.5593,
  "de_lowest_kcal_mol": 79.3,
  "e_homo_ev": -8.57,
  "gap_ev": 9.5128,
  "multiplicity": 1,
  "species": ["C", "N", "N", "N", "H", "H", "H", "H", "H", "C", "N", "C", "N", "H", "H", "H", "H", "H", "H"],
  "positions_angstrom": [[-1.340, -0.572, 1.958], [-0.198, 0.299, 1.734], [0.883, -0.779, -0.543], [0.171, -1.823, -0.449], [0.661, -0.154, 2.081], [0.699, -2.517, 0.087], [-1.537, -0.795, 3.017], [-1.171, -1.504, 1.424], [-2.224, -0.094, 1.541], [-0.917, 0.110, -1.894], [0.380, 0.195, -1.256], [2.191, 1.538, -0.935], [1.053, 1.328, -1.450], [-0.317, 1.180, 2.253], [-0.972, 0.883, -2.659], [-1.703, 0.259, -1.152], [-1.028, -0.873, -2.302], [2.715, 0.837, -0.294], [2.653, 2.483, -1.159]]
}



{
  "formula": "C3H11N5",
  "method": "wB97M-V/def2-TZVPD",
  "e_tot_ha": -393.9309,
  "charge": 2,
  "de_lowest_kcal_mol": 37.9,
  "e_homo_ev": -17.22,
  "gap_ev": 9.1697,
  "multiplicity": 1,
  "species": ["C", "C", "C", "N", "N", "N", "N", "N", "H", "H", "H", "H", "H", "H", "H", "H", "H", "H", "H"],
  "positions_angstrom": [[0.184, -0.804, -0.407], [-0.956, 1.391, -0.423], [-0.045, 1.204, 0.791], [0.439, -2.011, -0.789], [-1.396, 0.062, -0.789], [0.677, -0.042, 0.522], [-1.904, -0.086, -1.961], [1.609, -0.458, 1.637], [-1.837, 1.986, -0.169], [-0.426, 1.893, -1.242], [0.648, 2.043, 0.888], [-0.640, 1.099, 1.703], [1.083, -2.659, -0.345], [-1.716, 0.551, -2.734], [-0.033, -2.384, -1.606], [-2.495, -0.889, -2.132], [1.815, 0.377, 2.218], [2.511, -0.804, 1.263], [1.200, -1.180, 2.259]]
}